Entry 1:
# ClNa3

ClNa3 as an isolated structure (ωB97M-V with the def2-TZVPD basis set, OMol25).

E_tot: -946.671961 Eh
Maximum force: 0.85 eV Å⁻¹
Orbital gap: 9.8 eV
ΔE to the lowest compared entry with this formula, charge and spin: 0.00 kJ/mol

The geometry in ORCA input format:
```
! RIJCOSX wB97M-V def2-TZVPD def2/J DEFGRID3
* xyz 2 1
Na 0.687 -1.622 -1.397
Na -3.008 -0.121 0.021
Na 2.496 1.334 0.986
Cl -0.175 0.409 0.390
*
```

For each atom in turn, the Löwdin charge in e is: number 1, Na, carries 0.72; number 2, Na, carries 0.76; number 3, Na, carries 0.75; number 4, Cl, carries -0.23

=====

Entry 2:
# ClO4S2

A 2-piece molecular cluster, ClO4S2 overall at a distorted geometry (ωB97M-V with the def2-TZVPD basis set, OMol25).

E_tot: -1557.622843 Eh
Maximum force: 2.90 eV Å⁻¹
Orbital gap: 7.1 eV
ΔE to the lowest compared entry with this formula, charge and spin: 0.00 kJ/mol

The geometry in ORCA input format:
```
! RIJCOSX wB97M-V def2-TZVPD def2/J DEFGRID3
* xyz -1 1
O -2.509 -0.833 1.142
O 2.696 1.468 -0.355
O 0.855 -0.093 0.223
O -2.472 0.239 -1.045
S 2.214 0.454 0.527
S -1.931 -0.798 -0.199
Cl 3.299 -1.373 -0.296
*
```

For each atom in turn, the Löwdin charge in e is: number 1, O, carries -0.46; number 2, O, carries -0.56; number 3, O, carries -0.68; number 4, O, carries -0.45; number 5, S, carries 0.41; number 6, S, carries 0.87; number 7, Cl, carries -0.14